Entry 1:
Here is a structure of composition C3H4LiO4 in a non-equilibrium geometry from the OMol25 dataset. Energies are from ωB97M-V/def2-TZVPD.

Output
Gap between HOMO and LUMO (spin up / spin down) ... 3.0 / 3.0 eV
HOMO (spin up / spin down) ... -1.696 / -1.696 eV
Molecular weight ... 111.0 g mol⁻¹
ΔE to the lowest compared entry with this formula, charge and spin ... 190.9 kJ/mol
Net charge ... -1
LUMO energy (spin up / spin down) ... 1.29 / 1.29 eV

CARTESIAN COORDINATES (ANGSTROEM)
O  -1.9942  0.1490  1.3610
C  -0.7787  -0.0829  1.1734
C  -0.3752  -0.7139  -2.3376
O  0.1190  0.1831  2.0057
O  -0.3494  -0.6386  0.0129
C  -0.8732  -0.2248  -1.1922
H  -0.7863  -0.3402  -3.2755
H  0.2024  -1.6405  -2.3520
H  -1.4772  0.6825  -1.1379
O  1.9718  0.9012  -2.5169
H  2.4190  0.5997  -3.3127
Li  -1.3780  0.8200  3.1177



Entry 2:
Here is a cluster of 6 separate species, C19H55BN2O7P in total in a non-equilibrium geometry from the OMol25 dataset. Energies are from ωB97M-V/def2-TZVPD.

Output
Gap between HOMO and LUMO ... 4.8 eV
HOMO ... -2.587 eV
Molecular weight ... 465.4 g mol⁻¹
Net charge ... -1
LUMO energy ... 2.25 eV

CARTESIAN COORDINATES (ANGSTROEM)
C  4.7468  1.5473  -0.6546
N  4.9305  2.7296  -1.5151
C  5.9425  2.4221  -2.5177
C  3.6994  3.1252  -2.1762
O  3.4506  2.6997  -3.2571
C  2.8231  4.0898  -1.5239
P  1.4295  3.3803  -0.3127
B  0.2827  2.7375  -1.7727
N  -0.9432  3.4070  -2.1897
O  0.5639  1.5589  -2.4708
H  5.1476  1.7543  0.3269
H  5.3018  0.6950  -1.0197
H  3.7171  1.2463  -0.5655
H  6.8819  2.2832  -2.0117
H  5.7403  1.4901  -3.0382
H  6.0101  3.1930  -3.2659
H  2.3277  4.6774  -2.2787
H  3.4436  4.7374  -0.9207
H  2.0366  2.0200  -0.2463
H  2.2006  3.8512  0.8515
H  0.7232  4.6976  -0.3555
H  0.3817  2.9260  0.6311
H  -1.5020  3.5640  -1.3556
H  -1.4717  2.7456  -2.7505
H  0.8080  0.8620  -1.8507
C  8.3014  -2.7716  -1.7561
C  7.6242  -1.5619  -2.3843
C  7.6009  -1.6620  -3.9017
O  8.2889  -0.3664  -1.9847
H  9.3420  -2.8425  -2.0866
H  8.3109  -2.6818  -0.6695
H  7.7896  -3.6970  -2.0253
H  6.6036  -1.4797  -2.0101
H  8.6202  -1.6982  -4.2984
H  7.1142  -0.7871  -4.3325
H  7.0689  -2.5555  -4.2326
H  9.1978  -0.4065  -2.3028
C  -2.7232  -0.1427  2.8108
C  -1.7263  -0.0914  1.6590
C  -0.6501  -1.1551  1.8123
O  -1.1280  1.1958  1.5890
H  -2.2161  0.0461  3.7611
H  -3.4852  0.6293  2.6897
H  -3.2180  -1.1161  2.8687
H  -2.2539  -0.2366  0.7135
H  -0.0824  -0.9967  2.7300
H  0.0558  -1.1027  0.9820
H  -1.0827  -2.1595  1.8401
H  -0.6466  1.3556  2.4090
C  0.4906  -2.4745  6.9928
C  0.2889  -2.7135  5.5034
C  1.0862  -3.9165  5.0216
O  0.6635  -1.5537  4.7659
H  1.5425  -2.2678  7.2079
H  -0.0841  -1.6083  7.3216
H  0.1818  -3.3415  7.5794
H  -0.7708  -2.8726  5.2995
H  2.1562  -3.7532  5.1766
H  0.9330  -4.0720  3.9536
H  0.7945  -4.8245  5.5524
H  1.6001  -1.3867  4.9250
C  -5.6891  -2.5562  -1.1522
C  -4.2002  -2.3076  -0.9734
C  -3.7132  -1.1850  -1.8756
O  -3.4658  -3.5040  -1.2474
H  -5.9093  -2.8553  -2.1809
H  -6.0257  -3.3655  -0.5016
H  -6.2634  -1.6576  -0.9247
H  -3.9980  -2.0514  0.0678
H  -3.8674  -1.4412  -2.9278
H  -2.6445  -1.0181  -1.7383
H  -4.2411  -0.2534  -1.6665
H  -3.6314  -3.7416  -2.1665
C  -9.6635  1.3810  -1.0549
C  -8.2340  1.0269  -0.6716
C  -7.4778  2.2425  -0.1571
O  -7.5519  0.4652  -1.7920
H  -9.6711  2.1243  -1.8567
H  -10.1900  0.4999  -1.4236
H  -10.2135  1.7855  -0.2038
H  -8.2441  0.2521  0.0963
H  -7.4180  3.0122  -0.9312
H  -6.4561  1.9730  0.1105
H  -7.9657  2.6715  0.7195
H  -7.5261  1.1313  -2.4885



Entry 3:
Here is a structure of composition C29H45BHgN9O3 from the OMol25 dataset. Energies are from ωB97M-V/def2-TZVPD.

Output
Gap between HOMO and LUMO (spin up / spin down) ... 8.4 / 9.2 eV
Spin multiplicity ... 2
⟨S²⟩ ... 0.753
HOMO (spin up / spin down) ... -7.910 / -8.525 eV
Molecular weight ... 779.1 g mol⁻¹
Net charge ... 0
LUMO energy (spin up / spin down) ... 0.52 / 0.66 eV

CARTESIAN COORDINATES (ANGSTROEM)
Hg  0.3488  -0.5571  -0.4494
C  0.0460  1.8369  4.3038
C  0.5443  1.9612  2.9041
C  1.6167  2.6917  2.4331
C  1.6769  2.4193  1.0573
N  0.7123  1.5710  0.7275
N  0.0042  1.3038  1.8605
B  -1.3977  0.6247  1.7806
N  -2.0332  1.0277  0.4154
N  -1.5089  0.6633  -0.7894
C  -2.2556  1.1906  -1.7429
C  -3.2972  1.9261  -1.1556
C  -3.1181  1.7971  0.2074
C  -3.9386  2.3774  1.3109
C  -1.9808  0.9935  -3.2151
C  -0.7559  0.1099  -3.4500
C  -3.2078  0.3356  -3.8590
C  -1.7417  2.3670  -3.8557
N  -1.4208  -0.9414  1.8610
N  -1.2928  -1.6958  0.7304
C  -1.7589  -2.9094  0.9993
C  -2.1562  -2.9652  2.3411
C  -1.9269  -1.7007  2.8499
C  -2.1789  -1.2082  4.2351
C  -2.0359  -3.9150  -0.0986
C  -2.5051  -5.2395  0.5012
C  -3.1574  -3.3232  -0.9679
C  -0.8108  -4.1713  -0.9744
C  2.5242  3.1021  0.0087
C  1.6172  4.0675  -0.7682
C  3.6555  3.8861  0.6753
C  3.1350  2.0974  -0.9681
H  0.6477  2.4584  4.9637
H  0.1258  0.8022  4.6378
H  -0.9986  2.1390  4.3899
H  2.2514  3.3400  3.0130
H  -2.0647  1.0461  2.6779
H  -4.0782  2.4765  -1.6526
H  -4.7573  2.9538  0.8848
H  -3.3389  3.0333  1.9422
H  -4.3539  1.5934  1.9445
H  -0.8987  -0.8880  -3.0251
H  0.1469  0.5499  -3.0185
H  -0.5832  -0.0084  -4.5204
H  -3.4313  -0.6195  -3.3798
H  -3.0241  0.1549  -4.9202
H  -4.0879  0.9740  -3.7687
H  -0.9026  2.8749  -3.3764
H  -2.6232  3.0024  -3.7587
H  -1.5160  2.2533  -4.9180
H  -2.5679  -3.8031  2.8768
H  -2.5910  -2.0166  4.8356
H  -2.8797  -0.3728  4.2417
H  -1.2539  -0.8702  4.7010
H  -3.4417  -5.1178  1.0480
H  -1.7572  -5.6494  1.1827
H  -2.6731  -5.9648  -0.2967
H  -4.0348  -3.0905  -0.3613
H  -3.4519  -4.0343  -1.7436
H  -2.8221  -2.3999  -1.4446
H  -0.0085  -4.6181  -0.3906
H  -0.4286  -3.2477  -1.4138
H  -1.0717  -4.8537  -1.7859
H  1.1628  4.7973  -0.0955
H  0.8160  3.5154  -1.2630
H  2.1939  4.6055  -1.5250
H  3.2688  4.6928  1.3001
H  4.2989  4.3264  -0.0889
H  4.2649  3.2271  1.2975
H  2.3716  1.4769  -1.4372
H  3.8445  1.4508  -0.4474
H  3.6721  2.6281  -1.7577
O  3.0306  -4.0720  0.1472
N  2.0226  -3.5318  0.0736
C  5.4935  -1.1314  -1.9753
N  4.5748  -1.1425  -0.8469
C  5.0165  -1.0403  0.4471
C  4.1835  -0.9796  1.4938
C  2.7459  -1.0261  1.2639
O  1.8990  -0.9801  2.1405
N  2.3646  -1.1454  -0.0673
C  3.2182  -1.1172  -1.1311
O  2.8210  -1.0820  -2.2885
H  6.5088  -1.2393  -1.6016
H  5.4032  -0.1987  -2.5323
H  5.2588  -1.9505  -2.6508
H  6.0916  -1.0061  0.5640
H  4.5408  -0.8978  2.5078



Entry 4:
Here is a cluster of 2 separate species, C5H11NO in total in a non-equilibrium geometry from the OMol25 dataset. Energies are from ωB97M-V/def2-TZVPD.

Output
Gap between HOMO and LUMO ... 9.9 eV
Structure (SMILES) ... C=CCNC=C.O
HOMO ... -8.914 eV
Molecular weight ... 101.1 g mol⁻¹
ΔE to the lowest compared entry with this formula, charge and spin ... 354.4 kJ/mol
Net charge ... 0
LUMO energy ... 1.00 eV

CARTESIAN COORDINATES (ANGSTROEM)
C  -1.4893  1.9210  2.2255
C  -1.4140  0.6447  1.8617
N  -1.5007  0.0322  0.5945
C  -0.4793  0.4645  -0.4627
C  -1.4229  0.3813  -2.7541
C  -0.7547  -0.2017  -1.7677
H  -1.7938  2.7482  1.6580
H  -1.0663  2.1958  3.1772
H  -0.9826  -0.1900  2.6410
H  -2.4718  0.1621  0.3156
H  0.3843  0.0564  0.1528
H  -0.4621  1.5393  -0.5074
H  -1.5967  -0.2452  -3.6650
H  -1.8917  1.3610  -2.5606
H  -0.1176  -1.0547  -2.0137
H  5.0176  -3.6726  0.3416
H  6.4385  -3.2287  0.5541
O  5.6029  -2.9136  0.2092